Entry from the OMol25 dataset: a cluster of 2 separate species, C5H11N2O2S in total (wB97M-V/def2-TZVPD).

Each line ends with the natural charge from an NBO analysis.
Element x y z (Å)
1 C 0.69881 -0.22936 -0.50384  0.787
2 C 0.37598 -1.77534 1.20296  -0.225
3 C 1.86749 -1.68937 0.87262  -0.229
4 C -1.63729 -0.62006 0.28464  -0.393
5 C -0.70291 3.67549 -2.61330  -1.005
6 N -0.20249 -0.76246 0.35236  -0.414
7 N 1.89551 -0.81837 -0.26234  -0.619
8 O 0.43535 0.68388 -1.26832  -0.739
9 O 1.74922 4.10049 -1.57469  -0.550
10 S 1.02637 3.93960 -2.83038  1.515
11 H -0.02111 -2.76714 1.05641  0.197
12 H -0.00564 -1.57162 2.21638  0.205
13 H 2.64984 -1.44249 1.68141  0.213
14 H 2.28391 -2.72034 0.60077  0.203
15 H -1.95711 -0.64030 1.34107  0.203
16 H -1.82651 0.21442 -0.29687  0.219
17 H -1.95505 -1.53693 -0.09438  0.197
18 H -1.16882 3.57440 -3.66651  0.306
19 H -1.06115 2.80376 -1.92097  0.383
20 H -1.20488 4.49046 -2.06855  0.332
21 H 2.72922 -0.37354 -0.61479  0.412

Results
Electronic energy ... -23264.0554 eV
Maximum force ... 3.59 eV Å⁻¹
Energy above the lowest of the compared OMol25 structures with the same formula, charge and spin ... 244.8 kJ/mol
Net charge ... +1


Entry from the OMol25 dataset: the ion C5H11N2O3 with charge +1 (wB97M-V/def2-TZVPD).

Each line ends with the natural charge from an NBO analysis.
Element x y z (Å)
1 C -2.46326 0.48840 0.71159  -0.254
2 C -2.97215 -0.78027 -0.02794  -0.094
3 C -0.83622 -0.36152 -0.79847  0.370
4 C 1.41158 -0.72838 0.03142  0.943
5 C 3.33957 0.49645 -0.71864  -0.302
6 N 0.13914 -1.11215 -0.02120  -0.550
7 N -1.21621 0.81918 0.00827  -0.688
8 O -1.96729 -1.14865 -0.98023  -0.490
9 O 2.14577 -1.65187 0.62061  -0.619
10 O 1.84234 0.31373 -0.60762  -0.435
11 H -3.23494 1.34328 0.70883  0.234
12 H -2.20020 0.19066 1.75998  0.189
13 H -3.21806 -1.58293 0.63230  0.185
14 H -3.89569 -0.65876 -0.42834  0.200
15 H -0.53064 -0.13007 -1.87455  0.225
16 H 3.82041 0.90917 0.20160  0.228
17 H 3.64088 1.34658 -1.46958  0.263
18 H 3.80463 -0.35081 -1.07470  0.209
19 H -0.20880 -1.77298 0.60971  0.444
20 H -0.95085 1.76261 -0.25126  0.417
21 H 3.03743 -1.45889 0.86344  0.526

Results
Electronic energy ... -14477.7518 eV
Maximum force ... 4.04 eV Å⁻¹
Energy above the lowest of the compared OMol25 structures with the same formula, charge and spin ... 216.6 kJ/mol
Net charge ... +1


Entry from the OMol25 dataset: the ion C5H11N2O3 with charge +1 (wB97M-V/def2-TZVPD).

Each line ends with the natural charge from an NBO analysis.
Element x y z (Å)
1 C 1.50332 0.02486 -0.05566  0.257
2 C -2.17991 -0.04027 0.05530  0.658
3 C 2.78482 -0.48405 0.41952  -0.684
4 C 1.51241 0.91175 -1.31638  -0.615
5 C -2.41112 -1.49351 0.14123  -0.743
6 N 0.44844 -0.30894 0.58413  0.224
7 N -1.01157 0.46291 0.22723  -0.021
8 O -0.84555 1.81491 0.20289  -0.528
9 O -3.21321 0.74117 -0.03591  -0.585
10 O 0.18830 -1.06251 1.56331  -0.410
11 H 3.49926 -0.42719 -0.36381  0.245
12 H 2.72961 -1.56712 0.74849  0.274
13 H 3.37574 0.09208 1.27966  0.281
14 H 1.39940 1.93723 -0.90128  0.245
15 H 0.71226 0.74212 -1.94143  0.237
16 H 2.43923 0.75859 -1.72060  0.241
17 H -3.32118 -1.81809 0.77330  0.304
18 H -1.49294 -2.10756 0.36548  0.287
19 H -2.78673 -1.94281 -0.79681  0.285
20 H -3.01342 1.67913 -0.24918  0.533
21 H -0.31718 2.08728 1.02051  0.515

Results
Electronic energy ... -14473.5640 eV
Maximum force ... 4.65 eV Å⁻¹
Energy above the lowest of the compared OMol25 structures with the same formula, charge and spin ... 620.7 kJ/mol
Net charge ... +1


Entry from the OMol25 dataset: the ion C5H11N2S with charge +1 (wB97M-V/def2-TZVPD).

Each line ends with the natural charge from an NBO analysis.
Element x y z (Å)
1 C -1.14453 1.06232 0.47500  0.397
2 C 1.03491 0.15560 0.81177  -0.269
3 C 1.72848 -0.09616 -0.47870  -0.150
4 C 1.55581 0.63835 -1.53796  -0.395
5 C -0.90480 -1.37640 0.86477  -0.460
6 N -0.35245 0.02448 0.76758  -0.311
7 N -2.41937 0.88438 0.36490  -0.723
8 S 2.79893 -1.54149 -0.50653  0.056
9 H 1.41373 -0.40799 1.53245  0.229
10 H 1.23902 1.15206 1.14884  0.232
11 H 3.23961 -1.27664 -1.69955  0.137
12 H -0.64073 2.07705 0.46810  0.249
13 H 1.98897 0.44472 -2.42468  0.209
14 H 1.11291 1.74476 -1.55722  0.201
15 H -1.79433 -1.43807 1.50887  0.235
16 H -1.23160 -1.83079 -0.22758  0.239
17 H -0.05089 -2.00134 0.98775  0.255
18 H -2.85710 -0.05181 0.40514  0.432
19 H -3.06538 1.62586 0.60170  0.439

Results
Electronic energy ... -19170.5343 eV
Maximum force ... 5.06 eV Å⁻¹
Energy above the lowest of the compared OMol25 structures with the same formula, charge and spin ... 226.9 kJ/mol
Net charge ... +1


Entry from the OMol25 dataset: the ion C5H11N2S with charge +1 (wB97M-V/def2-TZVPD).

Each line ends with the natural charge from an NBO analysis.
Element x y z (Å)
1 C -0.99863 -0.37296 1.32270  0.226
2 C -2.56729 -0.94270 -0.11547  -0.293
3 C -1.46363 -0.43646 -0.98721  -0.253
4 C -0.09619 1.38429 -0.01065  -0.411
5 C 1.05793 -2.35246 0.65290  -0.769
6 N -2.12308 -0.84698 1.18931  -0.296
7 N -0.37853 -0.01798 -0.03885  -0.326
8 S 1.37846 -0.83804 -0.35545  0.448
9 H -0.53699 -0.25471 2.26543  0.241
10 H -3.52400 -0.32452 -0.16874  0.252
11 H -2.80125 -1.86605 -0.50178  0.245
12 H -0.91227 -1.19581 -1.65719  0.248
13 H -1.59552 0.44765 -1.60411  0.238
14 H 0.55378 1.56883 -0.89183  0.228
15 H -0.97315 1.90085 -0.19980  0.224
16 H 0.38048 1.56246 0.86764  0.227
17 H 1.98042 -2.86699 0.38407  0.266
18 H 0.19206 -3.04110 0.49169  0.263
19 H 1.14466 -1.83780 1.68590  0.242

Results
Electronic energy ... -19169.3531 eV
Maximum force ... 3.91 eV Å⁻¹
Energy above the lowest of the compared OMol25 structures with the same formula, charge and spin ... 340.9 kJ/mol
Net charge ... +1


Entry from the OMol25 dataset: the ion C5H11N2S with charge +1 (wB97M-V/def2-TZVPD).

Each line ends with the natural charge from an NBO analysis.
Element x y z (Å)
1 C -0.87427 0.34529 0.40225  0.608
2 C 1.35776 0.76051 1.08387  -0.218
3 C 1.79665 -0.44238 0.22885  -0.403
4 C 1.95001 -0.05461 -1.23926  -0.633
5 C -2.85888 -0.98859 -0.23497  -0.429
6 N 0.03793 1.21823 0.60426  -0.572
7 N -2.12080 0.20429 0.07398  -0.564
8 S 0.49804 -1.67575 0.25686  0.178
9 H 1.23268 0.57426 2.12752  0.229
10 H 2.07967 1.61271 1.07713  0.240
11 H 2.73591 -1.03334 0.65596  0.295
12 H 2.37570 -0.84810 -1.71143  0.233
13 H 2.62385 0.87151 -1.33970  0.216
14 H 1.13028 0.40484 -1.79400  0.227
15 H -3.14709 -1.06037 -1.25146  0.234
16 H -3.90687 -1.10744 0.27377  0.250
17 H -2.14772 -1.87720 -0.12827  0.241
18 H 0.01027 2.19455 0.50800  0.440
19 H -2.77312 0.90158 0.40665  0.427

Results
Electronic energy ... -19169.5373 eV
Maximum force ... 5.14 eV Å⁻¹
Energy above the lowest of the compared OMol25 structures with the same formula, charge and spin ... 323.1 kJ/mol
Net charge ... +1


Entry from the OMol25 dataset: a structure of composition C5H11N3 (wB97M-V/def2-TZVPD).

Each line ends with the natural charge from an NBO analysis.
Element x y z (Å)
1 C 1.55096 0.21380 -0.10443  0.402
2 C 0.34115 -0.32050 0.49502  -0.114
3 C -0.66878 0.68288 1.04664  -0.386
4 C -1.78283 0.79322 -0.09554  -0.450
5 C -1.80440 -0.59780 -0.49012  -0.246
6 H 3.38467 -0.42367 -0.44100  0.364
7 H 2.27247 -1.76903 0.53341  0.344
8 H 2.51153 1.63393 -1.55598  0.341
9 H 0.69796 -0.98783 1.30887  0.186
10 H -0.74720 0.13833 1.80841  0.183
11 H 0.15569 1.60529 1.34696  0.221
12 H -1.49765 1.63937 -0.62390  0.242
13 H -2.70020 1.30820 -0.02460  0.231
14 H -2.59918 -1.09914 0.19456  0.184
15 H -2.56869 -0.51357 -1.43444  0.195
16 H -0.34389 -2.05672 -0.57921  0.358
17 N 2.72895 -0.52135 0.20284  -0.772
18 N 1.53815 1.25984 -0.84940  -0.699
19 N -0.46869 -0.98526 -0.73810  -0.585

Results
Electronic energy ... -9827.0185 eV
Maximum force ... 9.81 eV Å⁻¹
Energy above the lowest of the compared OMol25 structures with the same formula, charge and spin ... 664.6 kJ/mol
Net charge ... 0


Entry from the OMol25 dataset: a structure of composition C5H11N3 (wB97M-V/def2-TZVPD).

Each line ends with the natural charge from an NBO analysis.
Element x y z (Å)
1 C -0.11974 -0.11735 2.87542  -0.316
2 C 0.60846 0.74712 -0.90225  0.381
3 C 0.02618 2.00624 -1.47821  -0.671
4 C 1.72023 -1.38811 -1.23582  -0.459
5 C -1.55098 -0.28223 0.55057  -0.464
6 N 0.65519 0.68419 0.47804  -0.223
7 N 0.87126 -0.21309 -1.66390  -0.446
8 N -0.43338 0.38955 1.12200  -0.091
9 H 0.63358 0.57018 3.19479  0.153
10 H -1.03069 -0.03847 3.45607  0.142
11 H -0.98900 1.81579 -1.86346  0.230
12 H 0.47263 2.41871 -2.34782  0.242
13 H -0.00644 2.73351 -0.65016  0.221
14 H 1.35355 -1.66550 -0.20252  0.197
15 H 2.84052 -1.13314 -1.34084  0.215
16 H 1.45917 -2.00073 -2.06512  0.214
17 H -1.80462 0.20021 -0.49829  0.217
18 H -2.47527 -0.19406 1.24315  0.231
19 H -1.27331 -1.29819 0.40566  0.229

Results
Electronic energy ... -9826.9600 eV
Maximum force ... 5.72 eV Å⁻¹
Energy above the lowest of the compared OMol25 structures with the same formula, charge and spin ... 670.2 kJ/mol
Net charge ... 0


Entry from the OMol25 dataset: the molecule C5H11N3 (wB97M-V/def2-TZVPD).

Each line ends with the natural charge from an NBO analysis.
Element x y z (Å)
1 C -1.60939 1.64003 -0.36266  -0.432
2 C 1.91727 -1.48133 -0.26560  -0.656
3 C -1.63723 -1.49295 0.23866  -0.656
4 C 0.79076 -0.52610 -0.14882  0.067
5 C -0.51927 -0.52222 0.18264  0.106
6 N 1.86581 1.55612 0.39505  -0.645
7 N 0.85817 0.89331 -0.26263  -0.120
8 N -0.59136 0.88724 0.33577  -0.297
9 H 1.89763 1.37797 1.39942  0.338
10 H 1.81534 2.55135 0.20948  0.361
11 H -2.57731 1.40442 0.08235  0.207
12 H -1.64580 1.41547 -1.43537  0.179
13 H -1.41507 2.70424 -0.22823  0.204
14 H 1.60812 -2.36394 -0.82583  0.225
15 H 2.74583 -1.00400 -0.78633  0.235
16 H 2.26849 -1.80927 0.71540  0.218
17 H -2.33578 -1.33506 -0.58606  0.218
18 H -2.19061 -1.38976 1.17280  0.220
19 H -1.24560 -2.50552 0.16996  0.229

Results
Electronic energy ... -9830.6866 eV
Maximum force ... 1.56 eV Å⁻¹
Energy above the lowest of the compared OMol25 structures with the same formula, charge and spin ... 310.6 kJ/mol
Net charge ... 0


Entry from the OMol25 dataset: a structure of composition C5H11N3 (wB97M-V/def2-TZVPD).

Each line ends with the natural charge from an NBO analysis.
Element x y z (Å)
1 C 0.30097 0.09140 0.67378  0.085
2 C 1.19410 -1.11629 0.34414  -0.284
3 C -1.03074 -0.93829 -0.94982  -0.255
4 C -0.25493 0.44675 -0.86906  -0.040
5 C 0.38392 1.79721 0.56625  -0.202
6 H -1.12169 -1.11053 1.38013  0.369
7 H -0.94017 0.28450 2.43243  0.380
8 H 1.81790 -1.57611 1.25061  0.231
9 H 2.02356 -0.66875 -0.33095  0.206
10 H 0.44333 -1.81530 -1.85830  0.346
11 H -1.73755 -1.04972 -0.08360  0.199
12 H -1.45636 -1.37546 -1.90208  0.205
13 H 0.65582 0.10596 -1.49453  0.153
14 H -0.24585 2.76174 -1.20397  0.397
15 H -0.10144 1.96268 1.55006  0.202
16 H 1.36916 2.20819 0.35363  0.193
17 N -0.90579 -0.05004 1.42871  -0.881
18 N 0.15443 -1.83656 -0.55196  -0.631
19 N -0.54868 1.87860 -0.73547  -0.671

Results
Electronic energy ... -9826.2477 eV
Maximum force ... 5.87 eV Å⁻¹
Energy above the lowest of the compared OMol25 structures with the same formula, charge and spin ... 738.9 kJ/mol
Net charge ... 0


Entry from the OMol25 dataset: a structure of composition C5H11N3 (wB97M-V/def2-TZVPD).

Each line ends with the natural charge from an NBO analysis.
Element x y z (Å)
1 C 0.15494 0.30689 0.01600  -0.100
2 C -0.44008 0.77377 -1.29567  -0.612
3 C -0.39060 1.01754 1.23794  -0.615
4 C 2.02259 0.65229 -0.04036  -0.594
5 C 0.33347 -1.09334 0.12340  0.503
6 N -1.35785 -1.68151 0.53988  -0.242
7 N -2.33691 -1.50510 -0.16272  -0.372
8 N 1.08133 -2.06046 -0.10730  -0.615
9 H -3.17957 -2.05119 0.14400  0.307
10 H 0.54677 -2.93338 -0.04136  0.376
11 H -1.53253 0.71558 -1.25206  0.236
12 H -0.08147 0.18544 -2.14262  0.225
13 H -0.18400 1.82146 -1.47719  0.217
14 H -1.48167 0.91964 1.25218  0.223
15 H -0.14012 2.08140 1.20566  0.222
16 H -0.00888 0.58213 2.16367  0.224
17 H 2.02445 1.73319 -0.17521  0.194
18 H 2.48193 0.37196 0.90626  0.208
19 H 2.48822 0.16370 -0.89452  0.216

Results
Electronic energy ... -9829.6440 eV
Maximum force ... 6.02 eV Å⁻¹
Energy above the lowest of the compared OMol25 structures with the same formula, charge and spin ... 411.2 kJ/mol
Net charge ... 0


Entry from the OMol25 dataset: the molecule C5H11N3 (wB97M-V/def2-TZVPD).

Each line ends with the natural charge from an NBO analysis.
Element x y z (Å)
1 C -1.69746 -1.64912 0.09951  -0.410
2 C -2.47849 0.76201 -0.25101  -0.400
3 C -0.12714 0.12402 0.06306  0.525
4 C 0.20885 1.68116 0.08648  -0.731
5 C 2.08867 -0.09068 0.21911  0.255
6 H -2.69224 -1.83265 -0.35042  0.200
7 H -1.67429 -1.87027 1.18087  0.207
8 H -0.92777 -2.18320 -0.44296  0.236
9 H -2.48508 1.05488 -1.29811  0.198
10 H -3.47894 0.41573 0.02688  0.217
11 H -2.23746 1.65903 0.34401  0.210
12 H 0.31661 2.03400 1.13160  0.237
13 H -0.57812 2.42305 -0.23363  0.226
14 H 1.20118 1.90151 -0.37859  0.253
15 H 2.22086 0.73181 0.91255  0.134
16 H 3.28077 -1.02490 -1.00870  0.316
17 N -1.44081 -0.21146 0.01057  -0.409
18 N 0.89388 -0.70027 0.10737  -0.599
19 N 3.27376 -0.27019 -0.28742  -0.666

Results
Electronic energy ... -9832.1486 eV
Maximum force ... 4.25 eV Å⁻¹
Energy above the lowest of the compared OMol25 structures with the same formula, charge and spin ... 169.6 kJ/mol
Net charge ... 0